No. 1
ORCA calculation (ωB97M-V/def2-TZVPD) on an isolated molecule of C2H5NO.

```
9
Properties=species:S:1:pos:R:3:forces:R:3
C 0.410 0.229 -1.040 0.040 -0.012 -0.001
C -0.365 -0.407 0.101 -0.149 -0.140 -0.114
O -1.096 -1.358 -0.096 0.127 0.341 0.000
N -0.318 0.208 1.341 -0.161 -0.267 0.117
H 1.031 -0.526 -1.530 -0.085 0.083 0.133
H 1.019 1.093 -0.762 -0.090 -0.176 0.105
H -0.334 0.554 -1.775 0.130 -0.042 0.147
H -0.912 -0.262 2.010 0.032 -0.102 -0.029
H 0.564 0.469 1.750 0.157 0.315 -0.359
```
Forces are in eV/Å.

Computed properties:
- HOMO-LUMO gap: 10.81 eV
- Charge: 0
- Energy relative to the best compared isomer or geometry (same formula, charge and spin): 0.1328 eV
- LUMO: 0.931 eV

natural (NBO) population analysis, charges in e, atoms 1 to 4: number 1, C, carries -0.72; number 2, C, carries 0.68; number 3, O, carries -0.60; number 4, N, carries -0.84


No. 2
ORCA calculation (ωB97M-V/def2-TZVPD) on an isolated molecule of C14H19N3O2 at a distorted geometry.

```
38
Properties=species:S:1:pos:R:3:forces:R:3
N 1.350 0.987 0.499 -0.143 0.315 0.018
C 1.973 -0.183 0.241 -1.077 0.482 0.108
N 1.502 -1.358 0.044 0.821 -0.915 0.200
O 0.134 -1.662 0.076 -0.109 0.291 -0.606
C -0.744 -1.198 0.957 -0.410 0.177 0.757
O -0.511 -0.408 1.846 0.082 -0.196 -0.074
C -2.088 -1.856 0.744 0.031 0.051 -0.191
H -1.938 -2.928 0.896 -0.008 0.023 0.066
H -2.759 -1.488 1.519 0.089 -0.027 0.025
C -2.691 -1.659 -0.653 -0.084 0.098 -0.036
H -1.950 -1.952 -1.398 -0.046 -0.097 -0.033
H -3.537 -2.347 -0.738 0.053 -0.050 -0.025
C -3.196 -0.248 -0.987 -0.053 -0.223 -0.117
H -3.751 -0.346 -1.926 0.035 0.006 0.064
C -2.064 0.784 -1.176 -0.060 0.111 -0.074
H -1.122 0.383 -0.807 0.115 0.035 -0.079
C -2.467 2.010 -0.355 0.091 -0.048 0.075
C -3.284 1.420 0.789 -0.133 0.108 -0.037
H -2.619 0.964 1.522 0.027 -0.013 0.074
C -4.124 0.356 0.085 0.010 0.023 0.008
H -4.976 0.836 -0.399 -0.054 -0.014 0.024
H -4.515 -0.396 0.768 -0.111 -0.059 0.034
H -3.897 2.165 1.296 0.005 0.011 0.092
H -3.096 2.671 -0.953 -0.003 0.073 -0.009
H -1.604 2.578 -0.010 0.025 0.106 -0.034
H -1.918 1.031 -2.227 0.099 -0.051 -0.018
C 3.446 -0.085 0.076 0.666 -0.154 -0.093
N 3.974 1.097 0.381 -0.438 -0.034 0.029
C 5.279 1.256 0.265 0.417 0.039 -0.038
C 6.133 0.248 -0.158 -0.108 -0.038 0.008
C 5.583 -0.986 -0.475 -0.063 0.122 0.044
C 4.215 -1.161 -0.359 -0.054 0.139 0.032
H 3.729 -2.093 -0.591 -0.020 -0.095 -0.024
H 6.213 -1.797 -0.809 0.022 -0.057 -0.022
H 7.194 0.424 -0.235 0.079 0.039 0.001
H 5.653 2.237 0.526 0.121 0.027 -0.009
H 1.991 1.741 0.709 -0.022 -0.058 -0.046
H 0.480 0.962 1.018 0.208 -0.146 -0.094
```
Forces are in eV/Å.

Computed properties:
- HOMO-LUMO gap: 9.51 eV
- Charge: 0
- Energy relative to the best compared isomer or geometry (same formula, charge and spin): 2.0709 eV
- LUMO: 0.525 eV

natural (NBO) population analysis, charges in e, atoms 1 to 4: number 1, N, carries -0.81; number 2, C, carries 0.38; number 3, N, carries -0.22; number 4, O, carries -0.37


No. 3
ORCA calculation (ωB97M-V/def2-TZVPD) on a 16-piece molecular cluster, C4H41N2O15 overall at a distorted geometry.

```
62
Properties=species:S:1:pos:R:3:forces:R:3
C -2.598 1.778 2.933 -2.701 0.457 -2.365
C -2.440 0.259 3.119 2.362 1.667 0.855
C -1.525 -0.237 1.975 0.490 -1.096 0.205
N -0.654 -0.061 -0.892 -1.300 0.162 -0.317
C -1.936 -0.326 -0.544 2.913 0.566 3.086
N -2.331 -0.486 0.748 -1.973 -0.340 -2.670
H -1.929 2.347 3.430 2.637 1.250 2.373
H -2.280 2.152 1.885 -1.422 -0.838 1.067
H -3.585 2.255 3.313 1.263 -1.121 -1.138
H -3.346 -0.226 2.997 -1.948 -0.989 0.073
H -2.081 0.131 4.207 -0.206 -0.457 -1.943
H -0.976 -1.156 2.078 -0.233 -0.975 1.037
H -0.622 0.390 1.874 -0.977 0.617 -0.840
H -0.427 0.320 -1.865 -0.579 -0.490 1.603
H 0.149 0.127 -0.197 -1.435 -0.192 -0.577
H -2.746 -0.381 -1.223 -0.204 -0.369 -1.048
H -3.300 -1.058 0.718 3.062 1.841 0.908
H -1.496 -3.611 1.282 -0.012 0.173 -0.531
H -2.815 -4.073 1.704 -0.849 -0.754 0.895
O -2.442 -3.512 1.048 0.766 0.395 0.178
H 0.578 -4.210 2.047 0.229 0.342 -0.184
H -0.106 -5.290 1.304 -0.697 -3.338 0.110
O 0.052 -4.394 1.257 0.959 2.844 0.223
H 2.773 0.138 -3.366 -0.741 1.287 -1.152
H 1.509 0.007 -4.207 1.668 1.587 0.072
O 2.249 0.689 -4.033 -0.811 -3.051 0.921
H 3.240 3.274 2.017 0.750 0.510 -0.021
H 1.754 3.235 2.125 0.392 -0.177 0.344
O 2.551 2.678 2.275 -1.483 0.379 0.188
H 2.270 -2.142 0.371 -0.119 -0.142 0.362
H 2.006 -0.914 1.158 -0.159 0.211 0.257
O 2.052 -1.873 1.272 -0.015 -0.422 -0.032
H 0.618 -4.645 -1.096 -0.578 0.077 0.191
H -0.777 -4.054 -1.768 3.053 -0.173 0.509
O 0.257 -4.028 -1.742 -2.829 0.140 -0.508
H 1.577 1.528 1.278 0.303 0.126 0.318
H 2.186 0.986 -0.030 -2.099 -0.264 2.082
O 1.431 0.805 0.661 1.076 -0.279 -1.917
H 0.351 1.827 -3.551 0.822 0.430 -0.439
H 0.451 2.390 -2.104 1.573 2.159 1.244
O 0.031 1.792 -2.660 -2.412 -2.111 -1.082
H 3.819 1.154 -0.681 0.367 1.360 0.566
H 4.014 2.513 0.226 0.219 -0.598 -0.287
O 3.438 2.010 -0.360 0.715 -1.306 -1.237
H -2.046 4.123 -1.421 -0.260 1.146 -0.482
H -1.944 2.648 -1.483 0.317 -0.113 0.178
O -1.746 3.395 -0.902 -0.055 -1.053 0.196
H -4.214 -3.155 0.025 0.348 -0.216 1.192
H -4.487 -3.315 -1.382 0.121 0.516 -0.458
O -3.984 -2.737 -0.790 -0.795 0.037 -1.371
H 3.717 -1.284 -1.098 -2.437 1.281 -0.103
H 2.407 -1.420 -1.666 -4.749 -6.763 -6.380
O 2.778 -0.853 -1.174 7.749 5.824 5.971
H 2.435 -3.603 -3.442 0.224 -0.665 -0.764
H 1.476 -3.075 -2.384 1.072 -0.160 -0.620
O 2.380 -2.917 -2.797 -1.221 0.742 1.116
H -0.746 4.947 1.018 1.499 -0.762 0.474
H -0.390 3.699 0.293 0.455 0.464 1.146
O -0.001 4.275 1.025 -1.951 0.100 -1.406
H 2.281 3.116 -1.328 0.480 -1.736 0.820
H 1.263 4.122 -0.361 1.248 -1.145 -0.809
O 1.881 3.927 -1.116 -1.887 3.407 -0.080
```
Forces are in eV/Å.

Computed properties:
- HOMO-LUMO gap: 10.35 eV
- Charge: +1
- Energy relative to the best compared isomer or geometry (same formula, charge and spin): 5.2962 eV
- LUMO: -2.359 eV

natural (NBO) population analysis, charges in e, atoms 1 to 4: number 1, C, carries -0.62; number 2, C, carries -0.41; number 3, C, carries -0.25; number 4, N, carries -0.80


No. 4
ORCA calculation (ωB97M-V/def2-TZVPD) on an isolated ion of composition C3H10BIOP and charge -1 at a distorted geometry.

```
17
Properties=species:S:1:pos:R:3:forces:R:3
C -0.702 1.365 -1.828 -0.211 -1.282 1.052
C -0.903 -0.007 -0.899 -0.070 0.754 -1.257
C 0.598 -0.600 -0.602 -0.600 1.984 -1.350
I 0.767 -2.773 -1.085 -0.262 0.743 0.092
B 1.212 -0.233 0.878 -0.031 -0.701 -1.178
P 0.024 -0.527 2.350 1.658 -1.333 2.808
O 0.680 -1.198 3.622 -1.706 1.223 -2.350
H -1.775 1.820 -1.982 2.270 -0.594 0.046
H 0.000 2.065 -1.204 -1.372 -1.107 -1.467
H -0.194 1.004 -2.824 -1.067 1.048 1.836
H -1.504 0.322 0.049 1.332 -0.825 -1.525
H -1.599 -0.711 -1.526 1.396 1.093 1.277
H 1.319 -0.077 -1.398 -1.589 -1.487 1.469
H 1.491 0.918 0.859 0.040 0.848 0.030
H 2.216 -0.879 0.991 0.141 -0.101 0.468
H -1.130 -1.271 1.837 0.313 0.623 0.514
H -0.501 0.782 2.762 -0.241 -0.885 -0.465
```
Forces are in eV/Å.

Computed properties:
- HOMO-LUMO gap: 7.62 eV
- Charge: -1
- Energy relative to the best compared isomer or geometry (same formula, charge and spin): 1.3679 eV
- LUMO: 2.916 eV

natural (NBO) population analysis, charges in e, atoms 1 to 4: number 1, C, carries -0.64; number 2, C, carries -0.44; number 3, C, carries -0.44; number 4, I, carries -0.05